Here is an isolated molecule of C6H10S2 at a distorted geometry from the Open Molecules 2025 dataset. Energies are from wB97M-V/def2-TZVPD.

Geometry as ORCA input:
```
! RIJCOSX wB97M-V def2-TZVPD def2/J DEFGRID3
* xyz 0 1
C 1.50 1.07 -0.08
C 0.72 -0.17 -0.37
C 1.40 2.51 -0.46
C -1.29 -1.85 0.90
C -0.58 -0.45 -0.96
C -1.52 -0.56 0.22
S 2.88 0.31 0.73
S 1.62 -1.33 0.45
H 2.08 2.71 -1.40
H 0.33 2.63 -0.64
H 1.73 3.03 0.40
H -0.18 -2.02 1.07
H -1.76 -1.90 2.00
H -1.66 -2.79 0.48
H -0.88 0.30 -1.59
H -0.46 -1.36 -1.51
H -1.32 0.39 0.76
H -2.59 -0.50 0.00
*
```

HOMO: -0.283 hartree
SMILES string: CCCc1ssc1C
Molecular weight: 146.28 g mol⁻¹
LUMO energy: 0.408 eV
HOMO-LUMO gap: 8.112 eV
E: -28052.32158 eV

***

Here is an isolated molecule of C6H10S2 at a distorted geometry from the Open Molecules 2025 dataset. Energies are from wB97M-V/def2-TZVPD.

Geometry as ORCA input:
```
! RIJCOSX wB97M-V def2-TZVPD def2/J DEFGRID3
* xyz 0 1
C -1.65 1.05 0.90
C -0.81 -0.36 1.09
C 0.65 0.19 0.56
C 0.34 -0.70 -0.73
C 1.74 -1.11 -1.36
C -0.78 -1.33 -0.04
H -0.98 1.93 1.41
H -2.86 1.01 1.18
H -1.63 1.39 -0.10
H -0.71 -0.62 2.23
H 1.58 -0.02 1.09
H -0.24 2.39 -0.41
H 0.01 0.09 -1.31
H 1.77 -1.52 -2.41
H 2.28 -1.72 -0.67
H 2.21 -0.05 -1.40
S 0.79 1.97 0.51
S -1.71 -2.57 -0.52
*
```

HOMO: -0.319 hartree
SMILES string: C[C@H]1C(=S)[C@H](C)C1S
Molecular weight: 146.28 g mol⁻¹
LUMO energy: -0.393 eV
HOMO-LUMO gap: 8.287 eV
E: -28050.33869 eV

***

Here is an isolated molecule of C6H10S2 at a distorted geometry from the Open Molecules 2025 dataset. Energies are from wB97M-V/def2-TZVPD.

Geometry as ORCA input:
```
! RIJCOSX wB97M-V def2-TZVPD def2/J DEFGRID3
* xyz 0 1
C -1.00 -1.42 -1.26
C -0.27 -1.38 0.03
C 2.06 0.17 0.11
C 0.62 0.76 0.11
C -0.53 1.21 0.93
C -0.18 -0.25 0.97
H -0.82 -0.60 -2.05
H -2.09 -1.54 -1.15
H -0.73 -2.36 -1.84
H -0.64 -2.27 0.55
H 2.59 0.42 1.11
H 2.73 0.54 -0.64
H 0.26 0.63 -0.92
H -0.26 1.68 1.87
H -2.78 1.73 0.85
H 0.32 -0.48 1.85
S 1.58 -1.58 -0.30
S -1.75 2.06 -0.01
*
```

HOMO: -0.316 hartree
SMILES string: C[C@H]1SC[C@@H]2[C@@H](S)[C@H]21
Molecular weight: 146.28 g mol⁻¹
LUMO energy: 0.751 eV
HOMO-LUMO gap: 9.362 eV
E: -28051.48695 eV

***

Here is C6H10S2 as an isolated structure at a distorted geometry from the Open Molecules 2025 dataset. Energies are from wB97M-V/def2-TZVPD.

Geometry as ORCA input:
```
! RIJCOSX wB97M-V def2-TZVPD def2/J DEFGRID3
* xyz 0 1
C -1.48 0.75 -0.35
C -0.41 -0.07 0.21
C 0.03 -1.69 0.09
C 0.99 -1.72 1.32
C 1.13 -0.21 1.52
C -0.21 0.36 1.82
H -2.30 1.55 -2.47
H -1.24 1.87 -0.04
H -2.28 0.24 0.19
H -0.99 -2.36 0.05
H 0.33 -1.82 -1.07
H 0.65 -2.12 2.33
H 1.99 -2.16 0.98
H 1.97 -0.11 2.34
H -0.86 0.18 2.77
H -0.03 1.64 1.63
S -1.29 0.67 -2.13
S 1.43 0.49 -0.02
*
```

HOMO: -0.312 hartree
Molecular weight: 146.28 g mol⁻¹
LUMO energy: 0.674 eV
HOMO-LUMO gap: 9.174 eV
E: -28050.29393 eV

***

Here is C6H11AlBr2ClPd as an isolated structure at a distorted geometry from the Open Molecules 2025 dataset. Energies are from wB97M-V/def2-TZVPD.

Geometry as ORCA input:
```
! RIJCOSX wB97M-V def2-TZVPD def2/J DEFGRID3
* xyz 1 1
C 0.00 -2.74 2.30
C -0.65 -2.09 1.07
C 0.34 -1.33 0.19
Cl 1.49 -0.33 1.05
Al -0.78 0.13 -0.81
C 0.43 1.45 -1.54
Br 1.23 0.52 -3.03
C 0.73 2.70 -1.23
C 0.14 3.41 -0.05
Br 2.00 3.67 -2.24
H -0.72 -3.44 2.73
H 0.89 -3.29 2.03
H 0.23 -2.01 3.06
H -1.45 -1.42 1.38
H -1.06 -2.87 0.43
H 0.88 -1.96 -0.51
H -1.96 0.61 0.11
H -1.34 -0.62 -2.31
H -0.95 3.39 -0.11
H 0.48 4.44 -0.01
H 0.44 2.90 0.86
Pd -0.35 -1.12 -3.36
*
```

HOMO: -0.454 hartree
Molecular weight: 411.82 g mol⁻¹
LUMO energy: -7.600 eV
HOMO-LUMO gap: 4.762 eV
E: -169073.90153 eV

***

Here is a 2-piece molecular cluster, C6H11BrN2 overall at a distorted geometry from the Open Molecules 2025 dataset. Energies are from wB97M-V/def2-TZVPD.

Geometry as ORCA input:
```
! RIJCOSX wB97M-V def2-TZVPD def2/J DEFGRID3
* xyz 0 3
C -0.88 -0.82 0.00
C -2.35 0.82 -0.06
C 0.76 0.73 1.24
C 1.65 -1.20 0.19
C 0.84 0.44 -1.39
C 0.50 -0.19 0.02
N -1.44 -1.89 -0.01
N -2.23 2.02 -0.08
Br -3.96 -0.13 -0.04
H 0.08 1.56 1.14
H 1.75 0.98 1.31
H 0.63 0.27 2.10
H 2.65 -0.73 0.39
H 1.74 -1.73 -0.65
H 1.35 -1.97 1.03
H 0.01 0.79 -1.96
H 1.47 -0.18 -2.06
H 1.37 1.26 -1.10
H -1.02 -2.79 0.07
H -2.91 2.76 -0.14
*
```

HOMO (spin up / spin down): -0.160 / -0.366 hartree
⟨S²⟩: 2.01
Molecular weight: 191.07 g mol⁻¹
LUMO energy (spin up / spin down): 0.749 / -2.242 eV
HOMO-LUMO gap (spin up / spin down): 5.112 / 7.722 eV
E: -79415.15868 eV

***

Here is a 2-piece molecular cluster, C6H11Cl2FNO3P overall at a distorted geometry from the Open Molecules 2025 dataset. Energies are from wB97M-V/def2-TZVPD.

Geometry as ORCA input:
```
! RIJCOSX wB97M-V def2-TZVPD def2/J DEFGRID3
* xyz 0 1
C -4.31 -0.56 1.54
C -0.90 -0.87 1.90
C 1.31 2.56 -0.85
C 0.16 -1.33 0.89
C 0.96 1.63 -2.01
C -4.94 -0.57 0.20
N -3.74 -0.41 2.52
O -1.16 -0.81 -2.54
O -0.43 -1.45 -0.42
O 0.80 0.27 -1.54
F -5.90 -1.49 0.04
P -0.80 -0.08 -1.20
Cl -3.72 -0.77 -1.07
Cl -5.64 1.04 -0.05
H -1.86 -1.30 1.49
H -0.53 -1.25 2.92
H -0.93 0.26 1.80
H 1.78 1.91 -0.19
H 2.02 3.49 -1.23
H 0.43 3.03 -0.41
H 0.35 -2.50 0.99
H 1.15 -0.69 0.79
H 1.76 1.72 -2.73
H 0.16 2.03 -2.68
H -0.52 -1.51 -2.89
*
```

HOMO: -0.343 hartree
SMILES string: N#CC(F)(Cl)Cl.CCOP(O)OCC
Molecular weight: 266.04 g mol⁻¹
LUMO energy: 0.395 eV
HOMO-LUMO gap: 9.738 eV
E: -51082.79808 eV

***

Here is a 2-piece molecular cluster, C6H11Cl2N overall at a distorted geometry from the Open Molecules 2025 dataset. Energies are from wB97M-V/def2-TZVPD.

Geometry as ORCA input:
```
! RIJCOSX wB97M-V def2-TZVPD def2/J DEFGRID3
* xyz 0 1
C 1.18 0.67 1.39
C 2.46 0.32 0.65
C 2.50 -1.10 0.11
C 1.49 -1.33 -0.95
N 0.72 -1.54 -1.78
H 0.28 0.55 0.78
H 1.20 1.68 1.81
H 1.05 0.02 2.26
H 3.33 0.51 1.28
H 2.60 1.00 -0.19
H 2.25 -1.88 0.83
H 3.46 -1.33 -0.37
Cl -2.42 -1.76 -0.39
C -2.86 -0.05 -0.06
C -2.98 0.79 -1.31
Cl -1.37 1.30 -1.90
H -2.13 0.34 0.65
H -3.83 -0.11 0.43
H -3.53 1.71 -1.10
H -3.41 0.23 -2.13
*
```

HOMO: -0.385 hartree
SMILES string: CCCC#N.ClCCCl
Molecular weight: 168.07 g mol⁻¹
LUMO energy: 0.855 eV
HOMO-LUMO gap: 11.340 eV
E: -32935.21155 eV

***

Here is an isolated ion of composition C6H11ClN3O2 and charge +1 at a distorted geometry from the Open Molecules 2025 dataset. Energies are from wB97M-V/def2-TZVPD.

Geometry as ORCA input:
```
! RIJCOSX wB97M-V def2-TZVPD def2/J DEFGRID3
* xyz 1 1
C 1.01 1.67 -0.14
C -1.31 0.36 -0.65
C 1.05 -0.74 -0.15
C -0.01 0.29 0.19
C 3.53 -0.58 -0.95
C -3.35 1.38 -0.90
N 2.14 1.23 -0.43
N 2.37 -0.06 -0.34
N -0.39 0.55 1.64
O -1.42 -0.22 -1.68
O -2.14 1.18 -0.13
Cl 0.46 3.18 0.39
H 1.26 -1.47 0.68
H 0.84 -1.32 -1.00
H 4.25 0.31 -0.88
H 3.93 -1.34 -0.29
H 3.54 -0.72 -2.07
H -4.18 0.78 -0.44
H -3.23 1.26 -2.01
H -3.55 2.39 -0.79
H -1.17 -0.12 2.04
H -0.71 1.51 1.37
H 0.45 0.58 2.20
*
```

HOMO: -0.454 hartree
SMILES string: COC(=O)[C@@]1([NH3+])CN(C)N=C1Cl
Molecular weight: 192.63 g mol⁻¹
LUMO energy: -3.503 eV
HOMO-LUMO gap: 8.845 eV
E: -27478.48300 eV

***

Here is a 2-piece molecular cluster, C6H11ClNO3 overall from the Open Molecules 2025 dataset. Energies are from wB97M-V/def2-TZVPD.

Geometry as ORCA input:
```
! RIJCOSX wB97M-V def2-TZVPD def2/J DEFGRID3
* xyz 1 1
C 0.05 3.26 -2.12
C -0.46 2.20 -1.86
C -0.99 0.97 -1.32
C -0.56 -0.30 -2.07
Cl 1.11 -0.24 -2.68
O -0.86 -1.41 -1.24
C 0.21 -2.18 -0.83
O 0.41 -3.23 -1.34
C 1.12 -1.72 0.31
N 0.37 -1.31 1.53
H 0.52 4.18 -2.31
H -0.79 0.86 -0.26
H -2.08 1.03 -1.42
H -1.20 -0.40 -2.94
H 1.79 -2.53 0.54
H 1.71 -0.89 -0.07
H 0.66 -0.36 1.70
H 0.78 -1.82 2.31
O -0.32 0.92 3.36
H -1.15 0.41 3.23
H 0.15 0.66 4.18
H -0.47 1.89 3.33
*
```

HOMO: -0.470 hartree
Molecular weight: 180.61 g mol⁻¹
LUMO energy: -5.625 eV
HOMO-LUMO gap: 7.155 eV
E: -26543.86364 eV